The following is a DFT calculation (ωB97M-V/def2-TZVPD) of a structure of composition C24H43Cl2F3N3O7SSiZn.

Each line ends with the Mulliken charge.
Cartesian coordinates (Å):
Zn 1.77306 0.68625 0.08313  1.35
Cl 0.36295 -1.48245 0.05205  -0.43
Cl 3.39613 1.52542 -1.07074  -0.66
S 3.20388 1.64741 2.81372  0.98
Si -0.64722 -0.19410 -1.62992  2.10
F 3.33565 1.86517 5.48371  -0.23
F 2.51018 -0.03944 4.76636  -0.22
F 1.31215 1.79643 4.70456  -0.22
O 2.85014 3.03531 2.56494  -0.67
O 0.02358 1.62673 0.62892  -0.20
O -3.79181 -3.05115 1.04499  -0.61
O 4.59720 1.28809 2.85986  -0.60
O -2.45777 1.23066 3.65482  -0.74
O 1.03753 -0.33997 -2.20223  0.28
O 2.33656 0.69352 2.04545  -0.98
N -2.14548 0.61960 5.84594  0.13
N -0.69237 3.63792 1.50587  0.41
N -1.88579 -4.21078 1.56614  0.19
C 2.96794 -2.49406 -2.28695  -1.37
C 0.47117 2.00814 -6.50198  -0.57
C -1.18205 0.31547 6.89181  -0.85
C 1.82964 1.84186 -4.49444  -0.33
C 1.99372 -0.30469 -3.23575  0.01
C 0.10780 0.66026 -6.37990  -1.07
C -0.25812 4.95505 1.95866  -0.93
C -2.10675 3.33703 1.30222  -0.52
C -0.74439 1.70911 -2.01140  -1.31
C 3.15470 -3.57260 -5.06361  -1.61
C -3.47971 1.01849 6.27402  -0.98
C 2.57370 -1.70222 -3.51034  0.29
C 2.67305 -2.20367 -4.74961  0.25
C -2.11613 -0.55026 -0.40661  -1.68
C -0.88373 -4.51275 2.56899  -0.90
C 2.57426 1.29540 4.52937  0.57
C 1.47362 0.49099 -4.40045  -0.02
C 0.62947 -0.10688 -5.33169  -0.01
C 0.23325 2.78819 1.08715  -0.62
C -1.74084 0.78847 4.55918  0.26
C -1.70361 -0.73117 -3.17417  -1.66
C 1.33234 2.58304 -5.56554  -0.66
C -2.90092 -3.36161 1.84212  0.24
C -1.71601 -4.74973 0.23177  -0.87
H -1.36827 -1.68283 -3.60117  0.31
H -0.56588 0.18479 -7.09401  0.35
H -3.80406 0.33857 7.06632  0.34
H 0.35852 -1.17294 -5.20240  0.61
H 2.62374 -4.32183 -4.46584  0.30
H -2.93491 0.15008 -0.59100  0.44
H -2.54247 -1.56434 -0.49969  0.31
H 2.44675 2.26390 -3.70238  0.39
H -4.14312 0.94568 5.41331  0.29
H -0.31142 -0.18563 6.45460  0.28
H 1.24355 3.19636 1.21766  0.56
H -0.84959 1.21119 7.44242  0.29
H -0.67325 1.89811 -3.09478  0.34
H -1.70052 2.13394 -1.67853  0.28
H 0.12292 2.58590 -7.35324  0.39
H 3.16347 -1.86861 -1.40119  0.01
H 0.62340 4.85063 2.62250  0.32
H 3.87288 -3.09198 -2.49399  0.47
H -2.40535 2.49455 1.94296  0.17
H -0.57118 -5.55259 2.45458  0.30
H -1.33771 -5.77294 0.31639  0.36
H 2.83597 0.26719 -2.81494  0.15
H -1.32082 -4.35650 3.56010  0.33
H -1.64667 -0.35142 7.62518  0.31
H 1.58568 3.64399 -5.61388  0.37
H -2.77879 -0.84086 -2.91633  0.38
H -0.67722 0.50427 4.37810  0.26
H -1.08277 5.45996 2.48358  0.32
H -2.25050 3.07219 0.24777  0.13
H 4.23458 -3.72342 -4.91249  0.32
H 2.43525 -1.60315 -5.62730  0.50
H -3.47733 2.03535 6.69223  0.30
H 2.16380 -3.19793 -2.02447  0.16
H -1.81706 -0.46793 0.64417  0.15
H 0.05320 2.31693 -1.57139  0.21
H -1.63835 0.05784 -3.94067  0.40
H -2.86070 -2.96271 2.87560  0.19
H -0.96584 -4.17164 -0.32836  0.19
H 2.92698 -3.76529 -6.11284  0.39
H 0.04739 5.55228 1.07697  0.34
H -2.66956 -4.73052 -0.30591  0.30
H -0.00395 -3.86988 2.44021  0.28
H -2.64179 4.25473 1.54174  0.37

Output
- E (eV) = -144722.444
- net charge = -1
- ΔE to the lowest compared entry with this formula, charge and spin (kcal/mol) = 59.7
- HOMO level (eV) = -5.527


The following is a DFT calculation (ωB97M-V/def2-TZVPD) of a cluster of 2 separate species, CH2N2O2S in total.

Each line ends with the natural charge from an NBO analysis.
Cartesian coordinates (Å):
S 0.59225 0.82437 1.65991  1.63
O 0.97867 -0.52829 2.07920  -0.88
O 1.11784 1.25058 0.40097  -0.88
N -1.51373 0.31580 0.66294  -0.07
N -1.08093 -0.18402 -0.28125  0.03
C -0.23404 -0.44085 -1.17998  -0.29
H 0.37984 -1.40440 -1.37277  0.25
H -0.23990 0.16682 -1.96901  0.21

Output
- E (eV) = -18976.707
- net charge = 0
- ΔE to the lowest compared entry with this formula, charge and spin (kcal/mol) = 106.6
- HOMO level (eV) = -9.532


The following is a DFT calculation (ωB97M-V/def2-TZVPD) of the molecule C7H15N.

Each line ends with the natural charge from an NBO analysis.
Cartesian coordinates (Å):
N -2.26079 0.21737 1.22769  -0.80
C 1.05344 -0.41096 -0.34813  -0.24
C 2.39798 0.32752 -0.24077  -0.60
C -0.00907 1.91072 0.16234  -0.62
C -1.39739 -0.09121 0.20987  0.25
C 1.18656 -1.71266 0.46897  -0.59
C -2.00711 -0.73038 -1.01444  -0.66
C -0.14014 0.40569 0.14939  -0.16
H -3.25402 0.23735 1.02942  0.37
H 0.89994 -0.67111 -1.40104  0.19
H -1.32797 -0.72668 -1.87313  0.22
H 3.22963 -0.33397 -0.50816  0.21
H 1.49819 -1.50306 1.50062  0.20
H 2.57944 0.68867 0.77877  0.20
H 0.25085 -2.27883 0.51469  0.21
H -2.34131 -1.75118 -0.82509  0.21
H -0.97234 2.41267 0.31113  0.20
H 0.34607 2.24247 -0.82250  0.20
H 0.68193 2.25994 0.93029  0.20
H 1.94306 -2.36998 0.02565  0.20
H 2.43630 1.18531 -0.91912  0.21
H -2.87620 -0.13054 -1.32121  0.22
H -1.91707 0.82274 1.96473  0.39

Output
- E (eV) = -8990.861
- SMILES = C/C(N)=C(/C)C(C)C
- net charge = 0
- ΔE to the lowest compared entry with this formula, charge and spin (kcal/mol) = 37.6
- HOMO level (eV) = -6.673


The following is a DFT calculation (ωB97M-V/def2-TZVPD) of a structure of composition C4H5MnO2.

Each line ends with the natural charge from an NBO analysis.
Cartesian coordinates (Å):
Mn 0.15815 1.58538 -0.06626  1.40
O 1.84117 0.71076 -0.14880  -0.93
O -1.74541 0.65223 0.18506  -0.76
C 0.69352 -1.27136 0.09170  0.10
C 2.01711 -0.63495 0.05891  -0.13
C -1.79100 -0.71397 -0.05722  0.06
C -0.54876 -1.29634 -0.03253  -0.22
H -2.61665 1.06370 0.22761  0.52
H -2.76016 -1.14824 -0.28714  0.20
H 2.31679 -1.29863 -0.85538  0.18
H 2.61792 -0.90065 0.94866  0.19
H -0.18268 3.25206 -0.06459  -0.62

Output
- E (eV) = -39638.812
- net charge = 0
- spin multiplicity = 7
- ΔE to the lowest compared entry with this formula, charge and spin (kcal/mol) = 47.4
- HOMO level (alpha / beta) (eV) = -7.935 / -9.380